[1]
C20H25N5O9P2PtS | wB97M-V/def2-TZVPD

Computed properties:
ΔE to the lowest compared entry with this formula, charge and spin ... 172.7 kJ/mol
E ... -2928.489983 a.u.
HOMO-LUMO gap ... 6.866 eV
LUMO energy ... -0.25 eV
HOMO level ... -0.2616 Ha
Strongest force on any atom ... 0.80 eV Å⁻¹

Structure (XYZ):
```
63
Properties=species:S:1:pos:R:3:lowdin_charge:R:1
Pt 1.84 -1.56 0.93 1.0385
C 5.09 -0.65 0.37 -0.0592
C 5.16 -2.15 0.63 -0.5998
O 6.53 -2.58 0.67 -0.0607
P 4.53 -2.58 2.28 0.4863
O 4.69 -4.14 2.41 -0.0799
O 5.55 -2.01 3.34 -0.0693
O 3.18 -2.03 2.57 -0.3592
P 4.21 -3.08 -0.64 0.3511
O 4.64 -4.61 -0.27 -0.1444
O 4.65 -2.72 -2.00 -0.2613
O 2.75 -3.03 -0.20 -0.4635
H 5.67 -0.12 1.12 0.0909
H 4.06 -0.27 0.37 0.0564
H 5.52 -0.46 -0.62 0.0918
H 6.86 -2.60 -0.24 0.1044
H 4.57 -4.64 1.58 0.0668
H 6.45 -2.34 3.19 0.1020
H 4.99 -5.08 -1.04 0.0976
C -6.34 0.96 -2.97 -0.0837
O -5.87 2.29 -3.03 -0.0814
C -5.08 2.72 -2.01 -0.2796
C -4.73 1.94 -0.91 -0.0243
C -3.90 2.47 0.07 -0.0310
C -3.45 3.78 -0.03 -0.3005
C -3.85 4.57 -1.10 -0.0288
C -4.64 4.04 -2.10 0.0025
N -2.71 4.40 1.03 0.0742
N -1.65 3.93 1.46 0.0697
C -0.98 2.83 0.85 -0.2411
C -0.72 2.74 -0.50 -0.0190
C 0.09 1.74 -1.04 -0.0040
C 0.65 0.75 -0.24 -0.3777
O 1.39 -0.21 -0.69 -0.1812
C 0.38 0.85 1.17 -0.1367
N 0.94 -0.12 1.95 -0.0972
C 0.80 -0.09 3.26 -0.0900
C 0.08 0.94 3.89 -0.0294
C -0.51 1.91 3.14 0.0155
C -0.38 1.89 1.73 -0.0931
H -6.93 0.81 -3.87 0.0932
H -6.98 0.80 -2.09 0.0967
H -5.52 0.24 -2.95 0.0854
H -5.09 0.93 -0.80 0.0977
H -3.62 1.86 0.92 0.1219
H -3.53 5.60 -1.14 0.1156
H -4.94 4.64 -2.95 0.1202
H -1.13 3.49 -1.17 0.1180
H 0.29 1.72 -2.10 0.1167
H 1.27 -0.90 3.81 0.1143
H 0.00 0.93 4.97 0.1097
H -1.07 2.71 3.60 0.1151
C -2.60 -0.97 -1.03 -0.0920
N -1.55 -1.71 -1.70 -0.0368
C -0.58 -2.42 -1.10 -0.8634
N 0.37 -2.94 -1.89 0.1061
S -0.53 -2.69 0.58 0.6407
H -2.41 0.10 -1.09 0.0677
H -2.62 -1.27 0.01 0.0430
H -3.56 -1.20 -1.50 0.0777
H -1.46 -1.58 -2.69 0.1402
H 0.53 -2.54 -2.80 0.1138
H 1.19 -3.29 -1.41 0.0466
```

[2]
C5H12N2O | wB97M-V/def2-TZVPD

Computed properties:
ΔE to the lowest compared entry with this formula, charge and spin ... 342.1 kJ/mol
E ... -382.372244 a.u.
HOMO-LUMO gap ... 7.186 eV
LUMO energy ... 0.68 eV
HOMO level ... -0.2390 Ha
Strongest force on any atom ... 2.44 eV Å⁻¹

Structure (XYZ):
```
20
Properties=species:S:1:pos:R:3:lowdin_charge:R:1
C 1.65 -2.35 -0.11 -0.0807
C 1.67 -0.83 -0.14 -0.3764
O 2.62 -0.19 -0.53 -0.0146
H 0.58 -0.18 0.58 0.1298
H 0.95 -2.65 0.68 0.0630
H 2.63 -2.76 0.10 0.0717
H 1.27 -2.75 -1.05 0.0697
C 0.31 2.06 0.90 -0.1066
C -1.34 0.52 -0.27 -0.4587
N -0.74 0.53 -1.49 0.1442
N -2.60 -0.02 -0.16 0.1293
C -0.54 0.80 0.86 -0.2489
H -1.17 -0.01 -2.23 0.0993
H 0.28 0.37 -1.41 0.0825
H -3.08 0.12 0.71 0.0996
H -3.06 -0.37 -0.99 0.0956
H -1.04 0.60 1.80 0.0961
H 0.98 2.08 0.04 0.0637
H -0.30 2.97 0.93 0.0692
H 0.94 2.04 1.78 0.0721
```

[3]
C28H35EuF3N4P2 | wB97M-V/def2-TZVPD

Computed properties:
ΔE to the lowest compared entry with this formula, charge and spin ... 923.8 kJ/mol
E ... -2999.003205 a.u.
HOMO-LUMO gap (alpha / beta) ... 4.603 / 5.608 eV
<S²> ... 15.768
LUMO energy (alpha / beta) ... 0.09 / -2.14 eV
HOMO level (alpha / beta) ... -0.1657 / -0.2849 Ha
Spin multiplicity ... 8
Strongest force on any atom ... 5.02 eV Å⁻¹

Structure (XYZ):
```
73
Properties=species:S:1:pos:R:3:mulliken_spin:R:1
Eu 4.71 -0.22 -0.53 4.1545
C 2.64 -3.05 3.85 0.0200
C 2.41 -2.83 2.56 -0.0203
C 1.46 -1.84 1.94 -0.0053
C 1.89 -0.35 1.77 -0.0628
C 2.27 0.40 2.98 -0.0065
C 2.02 0.12 4.26 0.0195
C 1.26 -1.03 4.83 0.0001
C 2.06 -2.36 5.03 0.0009
C 5.99 0.07 1.74 0.5467
H 3.39 -3.79 4.09 -0.0001
H 2.95 -3.46 1.83 -0.0046
H 0.46 -1.92 2.40 0.0104
H 1.28 -2.24 0.93 0.0159
H 2.60 -0.30 0.92 0.0565
H 1.04 0.17 1.33 -0.0192
H 2.95 1.22 2.72 0.0200
H 2.37 0.87 5.00 0.0002
H 0.38 -1.20 4.20 -0.0015
H 0.96 -0.65 5.83 0.0003
H 2.81 -2.15 5.81 -0.0001
H 1.37 -3.06 5.52 0.0003
H 6.79 -0.05 2.50 -0.0659
H 5.16 0.50 2.37 -0.0500
H 6.36 1.00 1.16 0.0377
P -1.13 2.23 -1.35 0.0835
P -1.12 -0.91 -2.32 0.0113
N -1.82 3.25 -0.04 0.0125
N -1.34 3.55 -2.59 0.1006
N -2.08 -1.68 -1.03 -0.0051
N -1.46 -2.26 -3.49 0.0009
C -2.70 1.34 -1.75 0.0167
C -2.47 0.25 -2.83 -0.0109
C -1.17 3.33 1.19 -0.0009
C -1.96 4.01 2.09 0.0014
C -3.16 4.40 1.40 0.0025
C -3.05 3.92 0.09 0.0002
C -0.22 4.08 -3.24 0.6333
C -0.64 5.07 -4.14 0.1085
C -2.07 5.15 -4.06 0.2703
C -2.47 4.20 -3.11 0.6470
C -1.49 -1.91 0.21 -0.0414
C -2.45 -2.43 1.08 -0.0017
C -3.69 -2.47 0.36 0.0016
C -3.45 -1.98 -0.92 -0.0007
C -2.57 -3.06 -3.78 0.0000
C -2.39 -3.70 -5.01 0.0003
C -1.09 -3.28 -5.50 0.0011
C -0.56 -2.42 -4.56 0.0002
H -3.51 2.02 -2.09 -0.0064
H -3.06 0.88 -0.81 0.0020
H -3.43 -0.26 -3.06 -0.0008
H -2.13 0.73 -3.76 0.0044
H -0.21 2.87 1.29 0.0094
H -1.73 4.23 3.12 0.0004
H -4.00 4.96 1.81 0.0009
H -3.74 3.99 -0.74 -0.0027
H 0.77 3.70 -3.02 0.0312
H 0.00 5.68 -4.77 0.0074
H -2.72 5.82 -4.61 0.0172
H -3.47 3.93 -2.78 0.0635
H -0.45 -1.68 0.35 0.0308
H -2.27 -2.76 2.10 -0.0004
H -4.65 -2.84 0.72 0.0001
H -4.13 -1.81 -1.75 0.0006
H -3.41 -3.15 -3.08 0.0000
H -3.08 -4.37 -5.50 0.0001
H -0.64 -3.58 -6.43 0.0000
H 0.39 -1.91 -4.53 0.0029
F 5.48 -2.35 2.56 -0.0038
C 6.04 -1.76 1.40 0.2968
F 7.38 -2.15 1.43 0.0095
F 5.55 -2.71 0.41 0.0588
```

[4]
C21H43NO4 | wB97M-V/def2-TZVPD

Computed properties:
E ... -1181.447232 a.u.
HOMO-LUMO gap ... 9.324 eV
LUMO energy ... 0.50 eV
HOMO level ... -0.3241 Ha
SMILES ... CCCCCCCCCCOC[C@@](C[C@@H](O)CN)(C[C@H]1CO1)OCCC
Strongest force on any atom ... 3.36 eV Å⁻¹

Structure (XYZ):
```
69
Properties=species:S:1:pos:R:3:lowdin_charge:R:1
C 6.64 -3.20 0.27 -0.1199
C 6.78 -1.70 0.04 -0.2583
C 5.80 -0.87 0.90 -0.1989
C 4.90 0.11 0.12 -0.1934
C 5.05 1.59 0.50 -0.2128
C 3.71 2.33 0.50 -0.2061
C 2.93 2.16 1.81 -0.2069
C 1.56 1.50 1.64 -0.2045
C 0.57 2.37 0.85 -0.1588
C 0.06 1.72 -0.42 -0.2049
O -0.98 0.79 -0.14 -0.1560
C -2.26 1.23 -0.53 -0.1276
C -3.27 0.09 -0.40 -0.4038
C -3.38 -0.76 -1.67 -0.0414
C -2.13 -0.87 -2.55 -0.3489
O -2.11 -2.21 -3.08 -0.0351
C -2.16 0.10 -3.73 -0.2252
N -0.83 0.49 -4.22 0.0129
C -2.94 -0.77 0.85 -0.0401
C -1.98 -1.93 0.57 -0.3336
C -1.87 -3.00 1.77 0.0194
O -2.44 -3.15 0.28 -0.0730
O -4.59 0.63 -0.25 -0.1094
C -4.89 1.33 0.94 -0.2173
C -5.81 0.56 1.90 -0.2177
C -6.76 -0.42 1.21 -0.0888
H 6.53 -3.41 1.34 0.0675
H 5.77 -3.59 -0.25 0.0706
H 7.52 -3.74 -0.08 0.0646
H 6.62 -1.48 -1.01 0.0935
H 7.80 -1.42 0.29 0.0981
H 6.37 -0.29 1.63 0.0990
H 5.16 -1.56 1.45 0.0991
H 5.09 0.01 -0.95 0.1024
H 3.86 -0.18 0.28 0.0941
H 5.50 1.66 1.49 0.0989
H 5.73 2.08 -0.19 0.1062
H 3.90 3.39 0.32 0.1044
H 3.11 1.96 -0.34 0.0996
H 3.52 1.53 2.48 0.1054
H 2.82 3.12 2.32 0.1091
H 1.16 1.31 2.63 0.1073
H 1.70 0.53 1.16 0.1028
H 1.04 3.32 0.59 0.1142
H -0.29 2.59 1.49 0.1140
H -0.25 2.46 -1.16 0.1248
H 0.88 1.14 -0.86 0.1149
H -2.57 2.07 0.10 0.1295
H -2.24 1.62 -1.55 0.1205
H -4.15 -0.27 -2.26 0.1328
H -3.76 -1.75 -1.44 0.1300
H -1.20 -0.74 -1.99 0.1258
H -1.20 -2.51 -3.10 0.0872
H -2.72 1.00 -3.47 0.1004
H -2.65 -0.43 -4.53 0.1241
H -0.14 0.49 -3.49 0.0513
H -0.52 -0.14 -4.95 0.0609
H -2.46 -0.17 1.61 0.1321
H -3.86 -1.24 1.19 0.1299
H -1.04 -1.68 0.09 0.1355
H -1.86 -4.07 1.97 0.1016
H -0.75 -2.98 1.65 0.0650
H -5.40 2.25 0.63 0.1243
H -4.00 1.65 1.48 0.1110
H -5.19 0.02 2.61 0.0937
H -6.35 1.30 2.48 0.1018
H -6.75 -0.32 0.13 0.0693
H -6.54 -1.44 1.51 0.0688
H -7.78 -0.24 1.54 0.0644
```

[5]
C12H18ClO10 | wB97M-V/def2-TZVPD

Computed properties:
ΔE to the lowest compared entry with this formula, charge and spin ... 16.4 kJ/mol
E ... -1680.517525 a.u.
HOMO-LUMO gap ... 9.532 eV
LUMO energy ... 2.86 eV
Net charge ... -1
HOMO level ... -0.2454 Ha
Strongest force on any atom ... 1.71 eV Å⁻¹

Structure (XYZ):
```
41
Properties=species:S:1:pos:R:3:lowdin_charge:R:1
Cl 0.74 1.92 1.54 0.6064
O 0.22 1.58 0.25 -0.3907
O 1.57 0.83 2.00 -0.3922
O 1.54 3.10 1.46 -0.3710
O -0.37 2.14 2.46 -0.3796
O -4.34 5.02 -0.53 0.1067
C -3.16 4.95 -0.71 -0.4931
O -2.60 3.97 -1.44 0.0181
C -1.15 4.08 -1.53 -0.1220
C -0.82 5.14 -0.48 -0.1592
C -2.09 5.96 -0.33 -0.0737
H -0.97 4.47 -2.54 0.1172
H -0.68 3.11 -1.41 0.1014
H 0.01 5.74 -0.89 0.1125
H -0.41 4.69 0.42 0.1021
H -2.12 6.77 -1.06 0.1230
H -2.12 6.38 0.67 0.1212
O 1.87 -5.01 -1.44 0.1072
C 2.18 -3.87 -1.19 -0.4876
O 3.09 -3.59 -0.23 0.0073
C 3.42 -2.17 -0.26 -0.1302
C 2.21 -1.53 -0.92 -0.1592
C 1.50 -2.61 -1.67 -0.0722
H 4.31 -2.01 -0.86 0.1199
H 3.57 -1.82 0.76 0.1259
H 2.52 -0.76 -1.63 0.1202
H 1.58 -1.02 -0.19 0.0952
H 1.50 -2.51 -2.75 0.1286
H 0.44 -2.63 -1.39 0.1189
O -2.42 -4.61 -0.66 0.1090
C -1.79 -3.95 0.12 -0.4994
O -1.83 -2.62 0.16 0.0241
C -1.14 -2.08 1.30 -0.1235
C -0.17 -3.19 1.68 -0.1556
C -0.85 -4.49 1.22 -0.0509
H -1.85 -1.94 2.11 0.1294
H -0.65 -1.14 1.05 0.1152
H 0.02 -3.12 2.75 0.1167
H 0.82 -3.12 1.23 0.0960
H -1.44 -4.85 2.06 0.1211
H -0.11 -5.21 0.88 0.1166
```